Here is a cluster of 3 separate species, C12H24O3 in total at a distorted geometry from the OMol25 dataset. Energies are from ωB97M-V/def2-TZVPD.

Geometry as XYZ:
```
39
Properties=species:S:1:pos:R:3:lowdin_charge:R:1
C -6.14272 14.46187 -32.16688 -0.173
C -6.96420 15.53994 -31.48821 -0.141
C -8.32113 14.91440 -31.20605 -0.220
O -8.24862 13.65645 -31.80223 -0.099
C -6.93316 13.22197 -31.93680 -0.253
H -5.08274 14.39744 -31.92114 0.117
H -6.04479 14.60512 -33.24297 0.110
H -6.90302 16.41881 -32.13004 0.112
H -6.51726 15.80431 -30.52985 0.107
H -9.10713 15.45492 -31.73344 0.129
H -8.66565 14.85910 -30.17340 0.068
H -6.81561 12.54031 -32.77919 0.132
H -6.57687 12.75606 -31.01805 0.090
C -7.84954 14.66742 -27.07483 -0.149
C -6.87911 13.69541 -27.70316 -0.152
C -7.54474 13.26615 -29.07190 -0.101
O -8.94068 13.68565 -28.89824 -0.173
C -9.08671 14.72819 -27.99616 -0.206
H -7.33873 15.61275 -26.89175 0.110
H -7.99524 14.45422 -26.01585 0.094
H -6.55912 12.89824 -27.03216 0.087
H -5.91605 14.18011 -27.86339 0.079
H -7.58772 12.17700 -29.07069 0.138
H -7.13800 13.76936 -29.94908 0.058
H -9.96861 14.57405 -27.37439 0.121
H -9.24576 15.69154 -28.48068 0.116
C -4.80193 13.67374 -25.88430 -0.206
C -5.63517 13.91701 -24.66691 -0.182
C -4.70006 14.07139 -23.54356 -0.189
O -3.43091 13.60523 -24.05594 -0.156
C -3.39324 13.86222 -25.45000 -0.188
H -5.04432 14.31847 -26.72908 0.078
H -4.97679 12.67706 -26.28946 0.115
H -6.28990 13.07097 -24.45802 0.126
H -6.25823 14.78934 -24.86426 0.104
H -4.91765 13.50254 -22.63960 0.125
H -4.60844 15.12781 -23.29122 0.117
H -2.66038 13.12436 -25.77645 0.129
H -3.00365 14.88004 -25.43090 0.125
```

Summary:
E_HOMO = -0.3428 Eh
Relative energy (zero: lowest compared OMol25 entry of this formula, charge and spin) = 396.8 kJ/mol
Multiplicity = 1
SMILES = C1CCOC1.C1CCOC1.C1CCOC1
LUMO energy = 0.62 eV
Largest force on an atom = 3.5 eV/A

=====

Here is a cluster of 3 separate species, C12H25BN3O11P2 in total at a distorted geometry from the OMol25 dataset. Energies are from ωB97M-V/def2-TZVPD.

Geometry as XYZ:
```
54
Properties=species:S:1:pos:R:3:lowdin_charge:R:1
N -7.27279 4.10981 -1.11092 0.228
C -6.51044 4.07619 -1.98869 -0.261
O -5.57875 3.92014 -2.91147 0.138
C -4.44626 3.41285 -2.33730 -0.236
C -3.41902 4.20404 -1.87492 0.100
C -2.36553 3.53316 -1.36931 0.087
C -2.31931 2.12442 -1.30560 -0.215
C -1.14972 1.37638 -0.78513 0.021
B -0.80877 1.69739 0.73344 -0.611
O 0.04125 0.83268 1.37085 0.174
O -1.27162 2.80682 1.43467 0.150
N -3.33007 1.42012 -1.75027 0.208
N -4.32971 2.11935 -2.22662 0.154
H -3.48619 5.27849 -1.92968 0.158
H -1.50662 4.07829 -1.00869 0.148
H -0.25585 1.63189 -1.36560 0.149
H -1.34649 0.31385 -0.92218 0.128
H -0.19258 0.76472 2.30359 0.132
H -0.54062 3.43882 1.44293 0.126
H -5.12323 1.57137 -2.56083 0.215
C -3.59093 -2.61230 1.29338 -0.090
O -2.26688 -3.14531 1.40270 -0.217
P -1.68025 -3.88430 0.12768 0.324
O -1.87291 -3.18399 -1.14058 -0.226
O -2.32052 -5.33618 0.17839 -0.211
C -2.32629 -6.05480 1.41891 -0.080
O -0.17083 -4.12098 0.53768 -0.220
C 0.70543 -4.59364 -0.49613 -0.082
H -3.53425 -1.54963 1.05936 0.079
H -4.16939 -3.12201 0.52237 0.091
H -4.08782 -2.74287 2.25202 0.093
H -3.22891 -5.81026 1.97797 0.089
H -1.44785 -5.82399 2.02116 0.089
H -2.32694 -7.11721 1.19011 0.093
H 0.92660 -3.78710 -1.19331 0.084
H 0.25883 -5.43200 -1.03176 0.093
H 1.62641 -4.92473 -0.02436 0.091
C 5.77885 3.67554 0.24371 -0.084
O 5.19680 2.47916 -0.29538 -0.217
P 4.47971 1.50469 0.72579 0.323
O 3.57860 2.13888 1.68482 -0.221
O 5.66066 0.69097 1.40928 -0.210
C 6.70048 0.14741 0.58723 -0.083
O 3.79896 0.47717 -0.26812 -0.215
C 2.87766 -0.45377 0.32089 -0.076
H 5.08822 4.50538 0.10783 0.090
H 6.01212 3.56860 1.30319 0.091
H 6.69738 3.87858 -0.30188 0.091
H 7.49228 0.88570 0.46493 0.090
H 6.32459 -0.15227 -0.39095 0.088
H 7.10440 -0.72638 1.09213 0.092
H 1.95816 0.05895 0.58777 0.055
H 3.30866 -0.92118 1.20772 0.097
H 2.66132 -1.22691 -0.41282 0.088
```

Summary:
E_HOMO = -0.4592 Eh
Multiplicity = 1
Charge = +1
LUMO energy = -5.14 eV
Largest force on an atom = 1.9 eV/A

=====

Here is a structure of composition C12H25BiN2O2P2 at a distorted geometry from the OMol25 dataset. Energies are from ωB97M-V/def2-TZVPD.

Geometry as XYZ:
```
44
Properties=species:S:1:pos:R:3:lowdin_charge:R:1
C 0.90068 -1.19714 -2.93511 -0.035
C 0.93232 -0.95298 -1.55733 -0.289
N -0.18546 -1.03243 -0.81707 0.050
C -1.38290 -1.17394 -1.40310 -0.322
C -1.48431 -1.39597 -2.78459 -0.024
C -0.32554 -1.44503 -3.54958 -0.048
C 2.33233 -0.88048 -0.82971 -0.299
P 2.27195 -0.62982 1.00241 0.645
Bi -0.10357 -1.31504 2.15797 0.942
P -2.50248 -0.43402 1.12490 0.625
C -2.65267 -1.17959 -0.56884 -0.293
O 2.06507 3.35218 -2.72195 -0.087
O -1.40792 2.95848 -1.60481 -0.108
H 1.83682 -1.19776 -3.48881 0.112
H -2.45547 -1.59485 -3.22377 0.114
H -0.36436 -1.60384 -4.62000 0.109
C 3.55911 -1.90204 1.36310 -0.305
C 3.14062 0.96323 1.34725 -0.282
H -3.42661 -0.62712 -1.12595 0.092
H -3.00474 -2.21901 -0.45047 0.097
H 3.00987 -0.07245 -1.22964 0.090
H 2.91846 -1.80448 -0.99698 0.075
C -3.92224 -0.96796 2.09967 -0.298
C -2.91732 1.30455 0.80135 -0.283
H -1.20450 2.94019 -0.64701 0.020
H -1.66404 3.90066 -1.87805 0.087
H 2.01204 2.88840 -1.87544 0.006
H 2.77546 2.73713 -3.09284 0.067
H -0.04842 -3.14273 2.23300 -0.253
H 1.33951 5.75374 2.61059 0.002
H 4.47848 -1.66587 0.79816 0.044
H 3.81377 -1.99331 2.42686 0.043
H 3.19083 -2.88486 1.03322 0.040
H 4.23347 0.87429 1.21768 0.039
H 2.74396 1.74877 0.68084 0.030
H 2.94379 1.25703 2.39159 0.037
H -3.95549 1.42387 0.44119 0.050
H -2.85763 1.88076 1.74128 0.055
H -2.19363 1.63349 0.03537 0.002
H -4.84060 -0.64091 1.59622 0.042
H -3.91617 -2.05272 2.25570 0.041
H -3.83585 -0.45558 3.06672 0.049
N 0.10874 0.77154 4.95181 -0.081
C 0.04461 0.07362 4.02419 -0.603
```

Summary:
E_HOMO (spin up / spin down) = -0.2271 / -0.1610 Eh
Multiplicity = 1
LUMO energy (spin up / spin down) = 0.15 / 0.17 eV
Largest force on an atom = 2.8 eV/A

=====

Here is a cluster of 2 separate species, C12H25Br2NO4PS2 in total at a distorted geometry from the OMol25 dataset. Energies are from ωB97M-V/def2-TZVPD.

Geometry as XYZ:
```
47
Properties=species:S:1:pos:R:3:lowdin_charge:R:1
C 0.25594 -0.87429 -5.72412 -0.156
C -0.67939 0.31709 -5.84783 -0.743
Br -0.01848 1.42691 -7.32567 0.692
C -0.73628 1.21576 -4.59112 -0.829
Br -2.60277 1.31365 -3.99730 0.751
O 0.02992 0.63993 -3.57217 -0.464
S 0.29445 1.60318 -2.20511 0.987
O 0.09757 2.95442 -2.63544 -0.384
O 1.97856 1.42868 -2.19412 -0.577
P 2.81472 0.80194 -3.42676 0.219
S 4.71455 0.75199 -3.10406 0.148
H 0.18715 -1.45921 -6.63856 0.076
H -0.03753 -1.49106 -4.87802 0.094
H 1.28825 -0.54989 -5.63428 0.042
H -1.67557 -0.02246 -6.09670 0.054
H -0.39524 2.21470 -4.82609 0.053
H 2.44730 1.55742 -4.54539 -0.005
H 2.29397 -0.46718 -3.64831 -0.016
C -2.03400 1.14052 3.54167 -0.048
C -0.71770 0.84981 2.79359 -0.535
C 0.40403 0.65768 3.82461 -0.164
C 0.34329 -0.66209 4.60054 -0.185
C -0.31112 -1.79221 3.78966 -0.155
C -0.27601 -1.58194 2.27177 -0.562
N -0.94108 -0.33716 1.95789 -0.214
O -0.95948 -0.07819 0.57977 -0.336
C -1.09142 -2.70887 1.63825 -0.066
C 1.17059 -1.69620 1.75158 -0.040
C -0.36463 2.08286 1.97228 -0.073
H -2.83279 1.30576 2.81738 0.078
H -1.95533 2.03280 4.17953 0.069
H -2.31998 0.29709 4.17258 0.064
H 1.36452 0.71535 3.30651 0.095
H 0.40097 1.50077 4.52472 0.106
H 1.36094 -0.94923 4.88126 0.097
H -0.19675 -0.52752 5.54213 0.095
H 0.16590 -2.74474 4.04277 0.105
H -1.35882 -1.89584 4.08782 0.103
H -2.13842 -2.62061 1.93230 0.077
H -0.71668 -3.68700 1.96566 0.069
H -1.03426 -2.66039 0.55206 0.065
H 1.59517 -2.67624 1.99901 0.070
H 1.82730 -0.93551 2.17611 0.063
H 1.18152 -1.58374 0.66756 0.063
H -0.24692 2.94276 2.64257 0.073
H -1.14570 2.31188 1.25099 0.068
H 0.56976 1.93862 1.42849 0.071
```

Summary:
E_HOMO = -0.0591 Eh
Multiplicity = 1
Charge = -1
LUMO energy = 2.08 eV
Largest force on an atom = 1.3 eV/A